1.
This record from the OMol25 dataset describes C10H5CaCl2N2O6S as an isolated structure. The level of theory is wB97M-V/def2-TZVPD.

The geometry in XYZ format:
```
27
Properties=species:S:1:pos:R:3:forces:R:3
Ca 0.677 2.489 -0.941 0.07 0.05 -0.01
O 0.553 1.924 1.322 -0.02 0.00 0.00
C 0.070 0.950 1.896 0.06 0.00 0.01
C -0.627 -0.164 1.311 -0.02 0.00 0.00
C -1.056 -1.161 2.193 0.00 0.01 -0.03
C -1.718 -2.263 1.723 0.00 0.00 0.02
C -1.976 -2.415 0.348 0.00 0.00 -0.02
C -1.572 -1.459 -0.533 -0.01 -0.02 0.01
C -0.879 -0.281 -0.103 0.03 0.01 0.01
O -0.512 0.593 -0.944 0.02 -0.05 -0.02
N -2.155 -3.286 2.654 -0.01 0.02 0.00
O -1.917 -3.129 3.840 0.00 -0.01 0.01
O -2.745 -4.254 2.203 0.00 -0.01 0.00
H 0.175 0.894 2.993 -0.01 0.01 0.00
H -0.864 -1.068 3.254 0.00 0.00 0.00
H -2.496 -3.300 0.010 0.00 0.00 0.01
H -1.760 -1.561 -1.593 0.00 0.01 0.00
S -1.891 6.780 -1.915 0.01 -0.02 0.01
C -1.050 5.421 -1.635 -0.02 0.03 -0.01
N -0.443 4.437 -1.432 0.00 0.02 0.00
Cl 3.793 -1.430 -0.936 0.00 0.01 0.02
C 2.884 -0.393 -2.059 0.00 -0.04 -0.02
Cl 2.878 -1.093 -3.694 0.02 0.00 0.00
C 3.490 1.042 -2.085 0.00 0.03 -0.10
O 4.628 1.191 -2.471 0.01 -0.01 0.05
O 2.659 1.930 -1.685 -0.12 -0.06 0.06
H 1.853 -0.394 -1.723 0.00 0.03 0.02
```
Forces are in eV/Å.

Output
LUMO level, eV: 1.6
Net charge: -1
2S+1: 1
HOMO, eV: -5.74
Relative energy (zero: lowest compared OMol25 entry of this formula, charge and spin), eV: 0.000

---

2.
This record from the OMol25 dataset describes C24H43ClGaP2 as an isolated structure. The level of theory is wB97M-V/def2-TZVPD.

The geometry in XYZ format:
```
71
Properties=species:S:1:pos:R:3:forces:R:3
Ga -2.621 -3.348 -1.114 0.30 -0.14 -0.37
C 0.709 1.359 4.016 0.68 4.96 -4.04
C 0.072 2.154 3.027 4.28 -1.36 2.28
C -1.483 0.700 3.882 0.60 -1.16 0.62
C -0.256 0.460 4.537 -4.47 -1.21 0.44
C -1.274 1.703 2.898 -1.66 -0.38 1.03
C 2.046 1.603 4.562 0.70 -0.25 0.12
H 2.755 1.841 3.769 -0.03 0.08 0.00
H 2.432 0.723 5.077 0.04 0.06 0.07
H 2.060 2.442 5.269 -0.10 -0.11 -0.04
C -0.060 -0.430 5.690 0.17 -0.59 -0.31
H 0.973 -0.765 5.770 0.03 0.05 -0.02
H -0.702 -1.311 5.611 -0.08 0.14 0.06
H -0.296 0.058 6.645 -0.11 0.21 -0.16
C -2.774 0.080 4.235 -0.54 -0.22 0.28
H -3.124 0.433 5.207 -0.03 0.04 0.05
H -2.723 -1.008 4.287 0.02 0.02 -0.09
H -3.542 0.340 3.512 -0.08 -0.12 -0.04
C -2.306 2.342 2.061 -0.18 -0.77 -0.41
H -2.666 3.294 2.488 0.28 -0.24 0.16
H -3.165 1.674 1.940 0.07 0.22 0.17
H -1.942 2.570 1.054 0.28 0.11 0.23
C 0.660 3.291 2.315 0.30 0.64 -0.44
H 0.073 4.204 2.487 0.14 -0.07 -0.04
H 0.698 3.119 1.233 -0.12 0.05 0.31
H 1.686 3.479 2.639 -0.17 0.03 0.05
C 1.860 -1.011 1.107 -0.29 0.41 -0.30
C 2.768 -0.048 1.321 -0.80 -0.47 0.20
C 3.077 1.057 0.369 0.34 0.34 -0.63
C 2.151 1.310 -0.864 1.53 0.21 0.13
C 0.731 1.624 -0.630 -1.35 -0.46 0.04
C -0.253 0.718 -0.563 0.20 0.27 -0.35
C -0.096 -0.764 -0.515 -0.74 -0.63 0.24
C 1.271 -1.388 -0.238 0.17 -0.09 -0.04
H 4.110 0.980 0.001 -0.11 0.08 0.03
H 2.276 0.518 -1.615 -0.09 0.49 0.30
H 3.053 1.976 0.972 0.11 -0.03 -0.05
H 1.968 -1.215 -1.071 -0.25 0.00 0.69
H 1.360 -1.505 1.934 0.66 -0.46 0.27
H 3.263 0.039 2.298 -0.48 0.01 -0.22
H 1.117 -2.486 -0.279 0.09 0.41 0.26
H -0.786 -1.135 0.269 0.81 0.59 -0.79
H -1.295 1.044 -0.646 0.22 0.07 0.29
H -0.518 -1.208 -1.440 0.25 0.35 0.35
H 2.521 2.245 -1.298 0.43 -0.31 -0.23
H 0.486 2.687 -0.644 -0.18 -0.24 -0.13
P 1.100 -1.518 -3.355 0.38 0.09 -0.93
C 2.096 -2.980 -3.849 0.17 0.05 0.01
C 2.049 -0.238 -4.325 -0.02 -0.22 0.01
P -1.832 -0.784 -3.897 0.42 0.27 -1.35
C -0.361 -1.791 -4.438 -0.02 -0.02 0.03
C -1.369 0.806 -4.783 -0.14 -0.09 0.14
C -2.972 -1.401 -5.216 -0.20 0.02 0.20
H 1.501 -3.888 -3.676 0.34 0.19 -0.02
H 3.008 -2.998 -3.236 -0.22 -0.19 -0.19
H 2.383 -2.905 -4.907 -0.08 -0.21 0.19
H 2.252 -0.627 -5.335 -0.07 0.24 0.20
H 3.020 -0.082 -3.819 -0.45 0.10 -0.24
H 1.494 0.713 -4.397 0.36 -0.38 0.11
H -2.466 -1.446 -6.192 -0.14 -0.01 0.29
H -3.820 -0.703 -5.289 0.10 -0.37 0.00
H -3.324 -2.404 -4.930 -0.03 0.35 -0.22
H -0.644 -2.854 -4.340 0.10 0.32 -0.04
H -0.091 -1.581 -5.488 -0.31 -0.17 0.24
H -2.300 1.375 -4.944 0.42 -0.02 0.19
H -0.925 0.610 -5.778 -0.17 -0.03 0.47
H -0.659 1.393 -4.180 -0.35 -0.08 -0.22
Cl -1.933 -1.954 1.714 -0.53 0.00 1.03
C -3.139 -2.944 0.840 -0.91 -0.45 0.21
H -3.240 -3.834 1.492 -0.28 0.37 -0.55
H -4.123 -2.412 0.764 0.78 -0.25 0.51
```
Forces are in eV/Å.

Output
LUMO level, eV: -6.4
Net charge: +1
2S+1: 1
HOMO, eV: -9.93
Relative energy (zero: lowest compared OMol25 entry of this formula, charge and spin), eV: 0.088

---

3.
This record from the OMol25 dataset describes C25H25N3O5S3Ta as an isolated structure. The level of theory is wB97M-V/def2-TZVPD.

The geometry in XYZ format:
```
62
Properties=species:S:1:pos:R:3:forces:R:3
Ta 0.946 0.510 0.877 0.38 -1.37 -0.93
O 1.127 0.661 3.627 -0.06 0.01 -0.10
C 1.400 1.973 4.136 0.13 -0.08 -0.04
C 0.355 2.886 3.567 -0.17 -0.07 -0.11
N 0.373 2.905 2.092 0.15 -0.23 -0.39
C -0.907 3.327 1.513 0.19 0.12 0.31
C -1.420 2.374 0.461 0.51 -0.24 0.07
O -2.288 2.647 -0.301 -0.26 -0.10 -0.22
O -0.801 1.175 0.512 -1.19 0.45 -0.36
C 1.532 3.653 1.582 -0.29 0.08 0.16
C 2.779 2.798 1.559 -0.48 -0.22 -0.19
O 3.882 3.216 1.621 0.38 -0.05 0.04
O 2.471 1.475 1.426 1.04 0.76 0.26
H 1.821 0.062 3.932 -0.03 -0.06 -0.07
H 1.322 1.981 5.222 -0.01 -0.05 0.08
H 2.411 2.287 3.872 0.04 -0.05 0.02
H -0.620 2.523 3.889 -0.04 0.02 -0.01
H 0.503 3.892 3.969 -0.05 0.08 0.01
H -1.681 3.354 2.279 -0.01 0.08 0.08
H -0.860 4.320 1.070 0.01 0.08 -0.02
H 1.344 3.950 0.551 0.00 0.01 -0.06
H 1.753 4.547 2.166 -0.09 0.09 0.05
S 2.380 -1.424 1.775 0.13 0.11 0.28
C 2.168 -2.067 0.205 -0.04 -0.17 0.13
N 1.245 -1.540 -0.551 -0.20 0.74 0.21
C 1.192 -2.177 -1.803 -0.24 0.24 -0.02
C 0.284 -1.929 -2.828 -0.17 -0.09 0.05
C 0.381 -2.667 -3.993 -0.02 -0.07 0.06
C 1.362 -3.652 -4.146 -0.02 0.04 0.01
C 2.249 -3.928 -3.122 0.01 -0.03 0.01
C 2.144 -3.187 -1.950 0.08 -0.01 0.00
S 3.086 -3.339 -0.495 0.08 -0.08 0.02
H -0.476 -1.163 -2.716 0.16 -0.23 -0.05
H -0.312 -2.472 -4.802 0.03 -0.02 0.06
H 1.423 -4.211 -5.071 0.00 0.02 0.03
H 3.002 -4.699 -3.226 -0.04 0.03 0.00
C -4.554 -2.852 2.536 0.11 0.01 0.01
C -3.211 -2.266 2.204 -0.21 -0.07 0.01
C -2.693 -2.300 0.916 -0.02 -0.04 -0.05
C -1.480 -1.702 0.643 0.00 -0.03 0.10
N -0.754 -1.081 1.582 0.30 0.28 -0.03
C -1.232 -1.070 2.836 0.08 -0.11 -0.03
C -2.434 -1.647 3.178 -0.05 -0.01 0.10
H -5.032 -3.281 1.658 0.02 0.00 0.01
H -5.211 -2.082 2.945 0.02 -0.01 -0.01
H -4.458 -3.631 3.295 0.01 0.02 -0.03
H -3.238 -2.784 0.115 0.04 0.03 0.02
H -1.069 -1.718 -0.355 -0.08 0.05 0.00
H -0.621 -0.581 3.579 -0.06 -0.01 -0.02
H -2.768 -1.610 4.208 0.02 0.02 -0.04
S 1.740 1.517 -1.198 -0.14 -0.29 0.61
C 0.834 1.113 -2.674 -0.03 0.09 0.00
C -0.549 1.206 -2.792 0.11 0.14 -0.13
C -1.149 0.938 -4.016 0.01 0.04 -0.06
C -0.376 0.590 -5.117 -0.02 0.03 0.01
C 1.006 0.517 -4.997 0.00 0.02 0.00
C 1.613 0.776 -3.778 0.00 0.08 -0.02
H -1.163 1.496 -1.957 -0.07 0.02 0.10
H -2.225 1.017 -4.110 0.05 0.00 0.02
H -0.850 0.389 -6.071 0.02 0.01 0.04
H 1.614 0.254 -5.855 -0.02 0.01 0.04
H 2.691 0.729 -3.678 -0.05 -0.04 -0.02
```
Forces are in eV/Å.

Output
LUMO level, eV: -3.6
Net charge: +1
2S+1: 1
HOMO, eV: -10.91
Relative energy (zero: lowest compared OMol25 entry of this formula, charge and spin), eV: 1.254

---

4.
This record from the OMol25 dataset describes C46H60N3O2S4Ti as an isolated structure. The level of theory is wB97M-V/def2-TZVPD.

The geometry in XYZ format:
```
116
Properties=species:S:1:pos:R:3:forces:R:3
Ti -0.356 -0.427 0.510 1.50 2.85 -0.30
C 0.619 -1.908 -1.995 -0.07 0.29 -0.13
C 1.108 -0.848 -2.746 0.19 -0.65 -0.01
C 0.097 0.180 -2.727 -0.50 0.15 0.27
C -0.949 -0.285 -1.917 -0.28 -0.23 -0.15
C -0.677 -1.626 -1.446 -0.18 0.16 -0.06
C -1.749 -2.724 -1.565 -0.23 -0.17 -0.21
C -1.913 -2.993 -3.077 0.01 -0.05 0.21
C -1.315 -4.031 -0.894 -0.08 0.25 0.03
C -3.125 -2.315 -1.027 0.25 0.01 0.11
C -0.153 1.386 -3.639 -0.07 0.39 -0.15
C 1.039 2.319 -3.891 -0.05 -0.17 0.04
C -0.662 0.832 -4.985 0.12 -0.04 0.17
C -1.270 2.291 -3.087 0.15 -0.14 0.01
C 2.493 -0.906 -3.396 0.22 0.00 -0.12
C 2.440 -0.813 -4.929 -0.05 0.03 0.13
C 3.430 0.184 -2.853 -0.13 -0.11 0.03
C 3.194 -2.242 -3.095 -0.15 0.17 -0.02
H 1.121 -2.849 -1.846 0.13 -0.03 0.05
H -1.929 0.178 -1.851 0.17 -0.01 0.01
H -0.999 -3.409 -3.493 0.11 -0.08 -0.08
H -2.127 -2.064 -3.601 -0.05 0.14 -0.09
H -2.730 -3.690 -3.265 -0.12 -0.11 0.01
H -0.330 -4.334 -1.237 0.16 -0.11 -0.04
H -2.018 -4.826 -1.138 -0.10 -0.09 -0.07
H -1.276 -3.923 0.188 -0.05 -0.08 -0.09
H -3.583 -1.546 -1.647 -0.03 0.13 -0.02
H -3.073 -1.940 -0.007 -0.08 -0.09 -0.19
H -3.786 -3.182 -1.031 -0.09 -0.07 -0.06
H 1.850 1.829 -4.416 0.13 0.01 0.02
H 1.413 2.716 -2.950 0.08 0.08 0.10
H 0.716 3.161 -4.506 -0.04 0.00 -0.02
H 0.094 0.233 -5.483 0.05 -0.06 -0.12
H -0.959 1.648 -5.645 0.02 0.10 -0.05
H -1.528 0.197 -4.812 -0.12 -0.07 0.00
H -1.070 2.567 -2.055 -0.06 0.06 -0.03
H -2.242 1.808 -3.139 -0.12 -0.06 0.07
H -1.326 3.202 -3.685 0.00 0.01 -0.08
H 2.160 0.175 -5.273 -0.07 0.09 -0.10
H 1.732 -1.533 -5.332 -0.14 -0.11 -0.08
H 3.422 -1.034 -5.346 0.11 -0.01 -0.01
H 2.942 1.144 -2.770 -0.03 0.18 0.02
H 4.303 0.285 -3.496 0.12 0.01 -0.07
H 3.771 -0.097 -1.862 0.07 0.02 0.21
H 2.670 -3.081 -3.544 -0.12 -0.16 -0.03
H 3.280 -2.407 -2.026 0.00 -0.07 0.19
H 4.201 -2.217 -3.510 0.08 0.03 -0.05
S -1.024 2.026 0.327 0.08 -2.14 -0.37
C -0.915 2.887 1.803 1.24 -1.49 1.69
N -1.388 4.176 1.835 -0.82 1.23 -0.05
C -1.693 4.714 3.130 0.05 -0.17 -0.10
C -0.490 4.500 4.047 0.06 0.12 -0.14
N -0.171 3.098 4.081 0.11 0.33 0.85
C 0.173 2.537 5.360 0.04 0.00 -0.25
C -1.000 2.438 6.298 0.07 0.06 0.15
C -0.829 2.681 7.655 0.00 -0.04 -0.07
C -1.887 2.544 8.534 -0.11 -0.05 0.16
C -3.135 2.173 8.058 -0.09 0.03 0.19
C -3.319 1.958 6.702 -0.04 -0.06 0.06
C -2.258 2.084 5.824 0.05 -0.02 -0.03
C -0.410 2.311 2.976 -0.39 0.95 -2.29
S 0.008 0.665 3.055 0.27 -1.23 -0.56
C -1.486 5.031 0.677 0.20 -0.17 0.28
C -0.464 6.137 0.743 -0.15 0.16 -0.12
C -0.836 7.462 0.943 0.01 -0.11 -0.09
C 0.122 8.457 1.044 0.10 0.17 0.03
C 1.466 8.140 0.951 0.02 0.15 0.02
C 1.848 6.819 0.770 0.07 -0.04 -0.02
C 0.890 5.827 0.667 0.00 0.02 -0.05
H -2.559 4.188 3.555 -0.02 0.06 0.09
H -1.930 5.774 3.042 0.03 0.02 0.00
H -0.717 4.848 5.058 0.01 -0.04 0.04
H 0.369 5.075 3.665 -0.15 0.11 0.01
H 0.966 3.148 5.810 -0.01 -0.12 0.09
H 0.564 1.531 5.171 0.09 0.20 0.17
H 0.147 2.970 8.023 0.08 0.03 0.02
H -1.739 2.722 9.592 -0.01 0.02 0.03
H -3.962 2.054 8.745 -0.07 0.03 0.04
H -4.292 1.677 6.325 -0.09 -0.01 -0.02
H -2.410 1.898 4.770 0.06 -0.01 -0.16
H -2.498 5.447 0.612 0.01 0.07 -0.12
H -1.315 4.395 -0.194 -0.10 0.21 -0.03
H -1.883 7.727 1.001 -0.13 -0.06 0.03
H -0.179 9.484 1.201 -0.03 0.06 -0.02
H 2.213 8.919 1.011 0.05 0.04 0.05
H 2.897 6.568 0.709 0.07 -0.05 -0.04
H 1.184 4.800 0.512 0.05 -0.21 0.04
O -3.127 1.270 2.613 -0.23 -1.26 0.14
S -3.368 -0.104 2.226 -1.07 2.38 -0.52
O -4.484 -0.286 1.329 0.33 -0.56 0.40
N -2.018 -0.835 1.596 -1.26 -1.95 2.13
C -1.636 -1.835 2.431 1.68 -0.05 -2.35
S -0.203 -2.654 2.026 -0.92 0.85 0.31
C -2.417 -2.039 3.596 -1.81 -0.05 2.22
C -2.222 -2.940 4.656 0.23 0.52 -1.06
C -3.040 -2.853 5.757 -0.44 0.09 0.46
C -4.067 -1.908 5.839 0.28 -0.06 -0.46
C -4.300 -1.043 4.772 -0.47 0.14 0.29
C -3.485 -1.127 3.677 1.62 -0.71 -0.77
H -1.424 -3.663 4.589 0.13 -0.06 0.06
H -2.878 -3.525 6.590 0.00 -0.02 0.03
H -4.677 -1.841 6.728 -0.03 -0.02 0.03
H -5.095 -0.312 4.794 -0.06 0.07 0.11
C 3.294 0.706 2.225 0.00 -0.02 -0.25
C 2.785 0.572 0.788 -0.05 0.38 0.09
C 2.257 1.915 0.283 0.32 -0.22 -0.02
C 1.753 -0.559 0.634 0.61 -0.39 0.32
H 4.023 1.512 2.302 0.13 0.11 0.00
H 3.768 -0.220 2.547 0.10 -0.13 0.08
H 2.467 0.916 2.900 0.02 0.03 0.01
H 3.657 0.310 0.167 -0.11 -0.02 0.08
H 1.592 2.340 1.033 -0.15 0.06 -0.07
H 1.701 1.770 -0.647 0.06 0.20 0.06
H 3.076 2.615 0.109 0.14 0.10 -0.04
H 1.990 -1.308 1.406 -0.11 0.10 -0.19
H 1.966 -1.046 -0.329 -0.27 0.05 0.13
```
Forces are in eV/Å.

Output
LUMO level (alpha / beta), eV: 1.4 / 1.4
Net charge: -1
2S+1: 1
HOMO (alpha / beta), eV: -2.60 / -2.62
Relative energy (zero: lowest compared OMol25 entry of this formula, charge and spin), eV: 1.571

---

no.,maximum force (eV Å⁻¹),calculated total energy (Eh)
1,0.15,-2941.419724
2,6.43,-4007.513193
3,1.70,-2759.686093
4,3.24,-4545.848471